# 1
# C26H36MnN6SSi

A molecular structure, C26H36MnN6SSi in a non-equilibrium geometry (ωB97M-V/def2-TZVPD, OMol25).

Atoms and positions in Å:
Mn  -0.14  0.04  0.25
C  -1.01  -5.35  1.08
C  -0.75  -4.17  1.98
N  -0.56  -2.94  1.19
C  -1.29  -2.73  0.03
N  -1.19  -1.52  -0.51
C  -1.82  -1.33  -1.82
C  -1.84  -2.60  -2.63
C  -2.59  -3.64  -1.84
N  -2.02  -3.73  -0.49
C  -2.21  -5.01  0.22
H  -1.21  -6.25  1.65
H  -0.14  -5.54  0.45
H  0.15  -4.30  2.59
H  -1.59  -4.01  2.67
H  0.41  -2.75  1.01
H  -1.31  -0.53  -2.35
H  -2.86  -1.01  -1.66
H  -0.82  -2.94  -2.82
H  -2.32  -2.44  -3.60
H  -2.48  -4.63  -2.28
H  -3.66  -3.43  -1.78
H  -2.39  -5.77  -0.54
H  -3.12  -4.93  0.83
C  -0.28  1.80  2.76
C  -0.12  1.82  4.31
N  -0.01  0.47  4.82
C  1.13  -0.19  4.23
C  0.97  -0.26  2.68
N  -0.33  0.38  2.28
C  -1.47  -0.29  2.97
C  -1.23  -0.27  4.51
H  0.56  2.29  2.27
H  -1.20  2.28  2.45
H  -0.98  2.30  4.77
H  0.77  2.38  4.59
H  1.22  -1.19  4.64
H  2.03  0.37  4.48
H  0.95  -1.30  2.34
H  1.78  0.26  2.16
H  -1.55  -1.29  2.58
H  -2.37  0.27  2.69
H  -1.13  -1.28  4.89
H  -2.06  0.21  5.02
S  1.50  -0.53  -1.16
C  2.55  0.81  -1.15
N  3.26  1.72  -1.14
C  -3.63  5.15  1.52
C  -4.32  4.05  1.01
C  -3.62  3.03  0.39
C  -2.22  3.10  0.29
C  -1.54  4.21  0.80
C  -2.25  5.23  1.42
Si  -1.28  1.87  -0.68
C  -1.05  2.09  -2.49
C  0.25  2.34  -2.95
C  0.45  2.69  -4.28
C  -0.63  2.75  -5.15
C  -1.92  2.48  -4.70
C  -2.14  2.16  -3.37
H  -4.18  5.95  2.00
H  -5.40  4.01  1.08
H  -4.17  2.19  -0.01
H  -0.46  4.30  0.71
H  -1.73  6.09  1.81
H  0.52  1.49  0.10
H  1.11  2.28  -2.29
H  1.45  2.90  -4.63
H  -0.47  3.01  -6.18
H  -2.75  2.52  -5.39
H  -3.15  1.98  -3.03

E: -3178.97388 Ha
total charge: +2
⟨S²⟩: 4.13
HOMO (spin up / spin down): -13.99 / -14.09 eV
HOMO-LUMO gap (spin up / spin down): 5.562 / 6.948 eV
energy relative to the best compared isomer or geometry (same formula, charge and spin): 2.3268 eV
spin multiplicity: 4
LUMO level (spin up / spin down): -0.30958 / -0.26266 Ha

***

# 2
# C49H52F3N5O4S

2 unconnected molecules or ions with the total composition C49H52F3N5O4S in a non-equilibrium geometry (ωB97M-V/def2-TZVPD, OMol25).

Atoms and positions in Å:
C  -0.33  4.13  1.40
C  -0.22  3.23  2.62
C  -1.34  3.51  3.62
C  1.16  3.34  3.26
C  1.58  4.55  3.82
C  2.82  4.64  4.44
C  3.65  3.52  4.54
C  3.25  2.30  4.01
C  4.13  1.07  4.08
C  4.90  0.95  5.40
C  5.09  1.03  2.89
C  2.01  2.24  3.35
N  1.61  0.98  2.75
N  1.01  0.04  3.50
N  0.60  -0.91  2.61
C  -0.17  -2.03  3.12
C  -1.57  -1.97  3.07
C  -2.30  -0.73  2.56
C  -3.22  -0.15  3.64
C  -3.08  -1.00  1.28
C  -2.29  -3.10  3.48
C  -1.63  -4.24  3.92
C  -0.24  -4.25  4.03
C  0.51  -3.12  3.67
C  2.02  -3.09  3.82
C  2.71  -3.73  2.62
C  2.50  -3.74  5.13
C  1.02  -0.59  1.32
C  0.93  -1.50  0.21
C  1.85  -1.42  -0.87
C  1.83  -2.32  -1.92
C  0.86  -3.33  -1.92
C  0.88  -4.34  -3.02
F  -0.26  -5.08  -3.08
F  1.02  -3.74  -4.25
F  1.92  -5.22  -2.90
C  -0.07  -3.45  -0.90
C  -0.05  -2.54  0.15
C  1.66  0.64  1.38
C  2.22  1.48  0.44
H  0.44  3.88  0.67
H  -1.30  3.99  0.91
H  -0.22  5.19  1.69
H  -0.33  2.20  2.28
H  -1.27  2.83  4.48
H  -1.27  4.54  3.99
H  -2.32  3.37  3.15
H  0.92  5.41  3.75
H  3.15  5.60  4.86
H  4.62  3.60  5.04
H  3.45  0.21  4.00
H  4.21  1.03  6.25
H  5.40  -0.02  5.45
H  5.66  1.74  5.48
H  4.55  1.08  1.94
H  5.77  1.90  2.94
H  5.69  0.11  2.91
H  -1.52  0.01  2.33
H  -2.65  0.07  4.55
H  -3.68  0.77  3.28
H  -4.00  -0.88  3.89
H  -2.41  -1.33  0.47
H  -3.83  -1.78  1.44
H  -3.58  -0.08  0.94
H  -3.38  -3.07  3.43
H  -2.20  -5.12  4.20
H  0.28  -5.13  4.41
H  2.30  -2.03  3.86
H  2.40  -3.25  1.68
H  3.80  -3.63  2.70
H  2.45  -4.79  2.55
H  1.95  -3.32  5.98
H  2.34  -4.82  5.10
H  3.56  -3.55  5.27
H  2.61  -0.64  -0.83
H  2.56  -2.26  -2.72
H  -0.81  -4.25  -0.91
H  -0.79  -2.63  0.94
H  2.11  1.20  -0.60
H  2.67  2.41  0.77
C  4.55  3.61  -10.16
C  4.48  3.14  -8.73
C  5.26  2.05  -8.32
C  5.22  1.61  -7.00
C  4.36  2.23  -6.09
S  4.32  1.63  -4.42
O  5.02  0.37  -4.37
O  4.56  2.68  -3.47
N  2.65  1.30  -4.14
C  1.90  0.36  -4.88
C  2.30  -0.52  -5.88
C  1.33  -1.40  -6.37
C  0.02  -1.39  -5.86
C  -0.36  -0.52  -4.84
C  0.60  0.34  -4.33
C  0.62  1.28  -3.22
N  -0.45  1.50  -2.34
O  -1.49  0.81  -2.44
O  -0.33  2.41  -1.47
C  1.88  1.84  -3.14
C  3.61  3.35  -6.48
C  3.66  3.78  -7.80
H  3.89  4.46  -10.31
H  5.57  3.90  -10.43
H  4.25  2.81  -10.85
H  5.91  1.56  -9.04
H  5.84  0.77  -6.69
H  3.33  -0.54  -6.23
H  1.60  -2.12  -7.15
H  -0.72  -2.10  -6.26
H  -1.36  -0.49  -4.40
H  2.23  2.58  -2.44
H  3.00  3.87  -5.75
H  3.06  4.63  -8.12

E: -3170.79933 Ha
HOMO: -6.13 eV
HOMO-LUMO gap: 5.703 eV
spin multiplicity: 1
LUMO level: -0.01556 Ha